{
  "formula": "C29H31CrN6S3Sb2",
  "method": "the ωB97M-V functional and the def2-TZVPD basis",
  "elements": ["Cr", "N", "C", "S", "N", "N", "C", "C", "C", "C", "C", "C", "C", "C", "C", "C", "C", "C", "N", "H", "H", "H", "H", "H", "H", "H", "H", "H", "H", "H", "C", "Sb", "C", "C", "C", "C", "C", "C", "C", "C", "C", "Sb", "C", "C", "H", "H", "H", "H", "H", "H", "H", "H", "H", "H", "H", "H", "H", "H", "H", "H", "H", "H", "H", "H", "S", "C", "C", "N", "C", "S", "C", "N"],
  "positions_angstrom": [[-0.114, -0.467, -1.469], [1.508, 3.095, 1.407], [0.833, 1.949, 1.080], [-0.879, 1.985, 1.212], [1.614, 0.966, 0.707], [1.026, -0.189, 0.275], [1.479, -1.272, 0.808], [2.433, -1.270, 1.941], [3.724, -1.755, 1.763], [4.614, -1.757, 2.827], [4.213, -1.285, 4.069], [2.923, -0.802, 4.246], [2.034, -0.789, 3.183], [1.021, -2.548, 0.234], [1.372, -3.777, 0.774], [0.905, -4.931, 0.165], [0.104, -4.826, -0.959], [-0.212, -3.566, -1.437], [0.230, -2.453, -0.852], [1.013, 3.756, 1.979], [2.502, 3.005, 1.548], [4.034, -2.115, 0.789], [5.622, -2.125, 2.685], [4.907, -1.290, 4.899], [2.612, -0.429, 5.213], [1.033, -0.394, 3.307], [2.001, -3.812, 1.650], [1.168, -5.902, 0.564], [-0.274, -5.699, -1.470], [-0.837, -3.421, -2.309], [-0.493, 2.213, -4.344], [-0.607, 2.081, -2.224], [0.616, 3.748, -1.749], [-2.562, 2.925, -1.935], [-3.645, 2.021, -2.442], [-4.020, 2.119, -3.783], [-4.992, 1.304, -4.332], [-5.633, 0.371, -3.529], [-5.283, 0.271, -2.195], [-4.289, 1.073, -1.632], [-3.930, 0.861, -0.188], [-2.430, -0.664, -0.057], [-3.620, -2.328, -0.684], [-2.319, -1.205, 1.994], [-0.625, 3.245, -4.667], [-1.258, 1.578, -4.787], [0.488, 1.855, -4.653], [0.433, 4.527, -2.488], [1.662, 3.449, -1.780], [0.375, 4.101, -0.750], [-2.563, 3.865, -2.488], [-2.636, 3.152, -0.874], [-3.530, 2.860, -4.405], [-5.252, 1.399, -5.378], [-6.403, -0.269, -3.938], [-5.793, -0.447, -1.562], [-4.792, 0.503, 0.377], [-3.539, 1.749, 0.302], [-4.557, -2.354, -0.128], [-3.066, -3.246, -0.486], [-3.824, -2.261, -1.751], [-3.314, -1.446, 2.365], [-1.887, -0.381, 2.554], [-1.683, -2.087, 2.081], [1.839, -0.432, -2.751], [1.282, -1.334, -4.145], [2.307, -1.781, -5.042], [3.151, -2.139, -5.736], [-0.017, -1.608, -4.403], [-1.342, -1.102, -3.368], [-0.389, -2.355, -5.566], [-0.688, -2.974, -6.488]],
  "lowdin_spin": [3.04, 0.00, 0.00, 0.01, 0.00, -0.01, 0.02, 0.00, 0.00, 0.00, 0.00, 0.00, 0.00, 0.01, 0.00, 0.01, 0.00, 0.01, 0.00, 0.00, 0.00, 0.00, 0.00, 0.00, 0.00, 0.00, 0.00, 0.00, 0.00, 0.00, 0.00, -0.03, -0.01, -0.01, 0.00, 0.00, 0.00, 0.00, 0.00, 0.00, -0.01, -0.02, -0.01, -0.01, 0.00, 0.00, 0.00, 0.00, 0.00, 0.00, 0.00, 0.00, 0.00, 0.00, 0.00, 0.00, 0.00, 0.00, 0.00, 0.00, 0.00, 0.00, 0.00, 0.00, 0.01, 0.01, 0.00, 0.00, 0.01, 0.00, 0.00, 0.00],
  "e_tot_ha": -4171.77926,
  "largest_force_ev_per_a": 0.145,
  "charge": 0,
  "spin_multiplicity": 4,
  "gap_ha": [0.2396, 0.2342],
  "mol_weight_g_mol": 855.33,
  "lumo_ev": [-0.970, -1.280]
}

***

{
  "formula": "H33O16",
  "method": "the ωB97M-V functional and the def2-TZVPD basis",
  "elements": ["O", "H", "H", "O", "H", "H", "O", "H", "H", "O", "H", "H", "O", "H", "H", "O", "H", "H", "O", "H", "H", "O", "H", "H", "O", "H", "O", "H", "H", "O", "H", "H", "O", "H", "H", "O", "H", "H", "O", "H", "H", "O", "H", "H", "O", "H", "H", "H", "H"],
  "positions_angstrom": [[1.363, 0.284, 0.481], [0.715, 0.532, 1.338], [2.082, -0.013, 1.014], [-4.118, -1.708, 2.549], [2.121, -2.210, 2.279], [3.166, -2.488, 0.666], [2.745, -1.742, 2.737], [-1.432, -1.077, -5.487], [3.979, 1.145, -1.403], [0.500, -3.329, -1.791], [0.735, -2.641, -2.339], [-0.232, 1.790, 1.415], [-1.745, -0.311, -5.936], [-4.948, -1.508, 3.040], [-1.443, 0.378, -5.302], [-1.817, 3.283, -1.139], [-2.116, 2.617, -1.929], [4.592, 0.344, -2.499], [-2.835, -1.335, 0.165], [0.551, -0.280, -1.925], [-3.414, -1.118, 0.942], [-0.195, -1.611, 0.659], [-3.063, 1.724, -4.200], [0.824, -0.639, 0.272], [4.633, 0.403, -1.587], [0.500, -4.089, -2.311], [3.146, -1.616, 0.200], [2.726, 2.915, -0.219], [4.038, -1.357, -0.098], [3.375, 2.267, -0.137], [4.167, 2.403, 0.392], [2.320, 3.602, 3.129], [-2.151, -2.256, 4.417], [2.734, -1.303, 3.598], [1.262, 4.297, 2.246], [-0.134, 1.465, 2.255], [0.166, 2.221, 2.883], [-2.422, -1.949, 3.639], [1.441, 3.480, 2.449], [-2.091, -1.563, 5.099], [-2.705, 3.363, -0.617], [-3.328, 2.318, -3.662], [-3.028, -0.440, 0.003], [-4.126, 2.866, -3.941], [-0.143, -0.240, -2.636], [-0.255, -2.624, 0.332], [-4.054, -2.775, 2.480], [-1.137, -1.534, 0.808], [-0.952, 0.062, -2.330]],
  "mulliken_charge": [-0.40, 0.56, 0.34, -0.76, 0.30, 0.28, -0.61, 0.32, 0.36, -0.54, 0.27, 0.32, -0.61, 0.30, 0.31, -0.65, 0.32, 0.31, -0.64, 0.28, 0.30, -0.44, 0.25, 0.37, -0.62, 0.25, -0.54, 0.26, 0.25, -0.58, 0.28, 0.36, -0.61, 0.30, 0.27, -0.71, 0.40, 0.35, -0.61, 0.30, 0.33, -0.56, 0.35, 0.31, -0.55, 0.27, 0.38, 0.31, 0.26],
  "e_tot_ha": -1223.21096,
  "largest_force_ev_per_a": 10.663,
  "charge": 1,
  "gap_ha": 0.3918,
  "mol_weight_g_mol": 289.25,
  "lumo_ev": -2.817
}

***

{
  "formula": "C5H6O",
  "method": "the ωB97M-V functional and the def2-TZVPD basis",
  "elements": ["O", "C", "C", "C", "C", "C", "H", "H", "H", "H", "H", "H"],
  "positions_angstrom": [[0.730, -2.301, 0.878], [0.510, -1.004, 1.147], [0.925, 0.033, 0.412], [-0.499, 1.539, 0.317], [-0.950, 1.185, -0.972], [-1.320, 0.938, -2.102], [1.194, -2.376, 0.031], [-0.072, -0.890, 2.058], [1.449, -0.076, -0.534], [0.829, 1.141, 0.735], [-1.129, 1.126, 1.109], [-1.667, 0.684, -3.079]],
  "mulliken_charge": [-0.46, 0.18, -0.61, -1.05, -0.08, 0.15, 0.31, 0.32, 0.29, 0.36, 0.20, 0.40],
  "e_tot_ha": -269.11570,
  "largest_force_ev_per_a": 0.399,
  "charge": 0,
  "gap_ha": 0.2928,
  "mol_weight_g_mol": 82.10,
  "lumo_ev": -0.023
}

***

{
  "formula": "C3H2NOS2",
  "method": "the ωB97M-V functional and the def2-TZVPD basis",
  "elements": ["C", "C", "C", "N", "O", "S", "S", "H", "H"],
  "positions_angstrom": [[-0.458, -0.341, -0.796], [-1.371, 0.646, -0.111], [1.561, -0.093, 0.448], [0.745, -0.620, -0.433], [-1.548, 1.834, -0.175], [3.196, 0.172, 0.327], [-2.232, -0.586, 0.681], [-0.882, -1.078, -1.443], [0.988, 0.065, 1.503]],
  "mulliken_charge": [-0.16, 0.35, -0.08, -0.35, -0.58, -0.39, -0.42, 0.40, 0.24],
  "e_tot_ha": -1041.90617,
  "largest_force_ev_per_a": 3.222,
  "charge": -1,
  "gap_ha": 0.2817,
  "mol_weight_g_mol": 132.19,
  "lumo_ev": 3.330
}

***

Repeat the fourth record exactly.
{
  "formula": "C3H2NOS2",
  "method": "the ωB97M-V functional and the def2-TZVPD basis",
  "elements": ["C", "C", "C", "N", "O", "S", "S", "H", "H"],
  "positions_angstrom": [[-0.458, -0.341, -0.796], [-1.371, 0.646, -0.111], [1.561, -0.093, 0.448], [0.745, -0.620, -0.433], [-1.548, 1.834, -0.175], [3.196, 0.172, 0.327], [-2.232, -0.586, 0.681], [-0.882, -1.078, -1.443], [0.988, 0.065, 1.503]],
  "mulliken_charge": [-0.16, 0.35, -0.08, -0.35, -0.58, -0.39, -0.42, 0.40, 0.24],
  "e_tot_ha": -1041.90617,
  "largest_force_ev_per_a": 3.222,
  "charge": -1,
  "gap_ha": 0.2817,
  "mol_weight_g_mol": 132.19,
  "lumo_ev": 3.330
}